This record from the OMol25 dataset describes a 16-piece molecular cluster, C60H161N9O28 overall at a distorted geometry. The level of theory is ωB97M-V/def2-TZVPD.

Last column: Mulliken charge in e.
CARTESIAN COORDINATES (ANGSTROEM)
C  -13.834  26.255  4.121  0.70
C  -12.915  27.037  3.253  -1.20
O  -13.118  28.478  3.504  0.16
O  -13.808  26.681  5.477  -0.26
H  -13.545  25.185  3.997  0.47
H  -14.858  26.212  3.704  -0.53
H  -13.073  26.770  2.192  0.56
H  -11.866  26.858  3.471  0.17
H  -13.479  28.824  2.632  -0.07
H  -13.451  27.571  5.440  -0.29
C  -13.756  35.200  9.177  -0.58
C  -12.383  34.854  9.506  0.25
O  -11.750  34.462  8.317  -0.50
O  -14.376  34.078  8.528  -0.19
H  -13.754  36.033  8.484  0.23
H  -14.303  35.505  10.056  0.45
H  -12.349  34.017  10.236  -0.32
H  -11.797  35.675  9.893  0.45
H  -12.245  33.722  7.957  0.11
H  -15.214  33.942  8.974  0.11
C  -18.956  30.242  5.773  0.10
C  -19.932  29.382  6.540  1.13
O  -20.428  30.098  7.672  -0.51
O  -18.419  29.385  4.816  -0.41
H  -18.192  30.576  6.521  -0.52
H  -19.412  31.084  5.336  0.66
H  -19.389  28.524  6.941  -1.38
H  -20.743  28.976  5.889  0.45
H  -21.301  30.428  7.485  0.31
H  -17.469  29.636  4.606  0.00
C  -17.835  23.888  8.381  0.14
C  -17.867  23.251  6.970  0.47
O  -17.226  21.963  6.945  -0.73
O  -16.511  23.721  8.874  -0.33
H  -18.552  23.443  9.047  0.38
H  -18.080  24.956  8.354  -0.73
H  -17.276  23.942  6.355  -0.86
H  -18.858  23.245  6.470  0.45
H  -17.884  21.423  7.407  0.45
H  -16.395  22.748  8.837  0.38
C  -18.401  31.996  10.860  -0.95
C  -17.364  31.157  10.122  1.23
O  -16.473  30.491  11.017  0.80
O  -17.757  33.102  11.566  -0.67
H  -18.961  31.359  11.578  0.34
H  -19.137  32.419  10.125  0.37
H  -16.744  31.754  9.431  -0.32
H  -17.981  30.464  9.541  -0.49
H  -15.701  30.296  10.462  -0.52
H  -17.387  32.629  12.341  0.30
C  -11.583  31.180  5.208  2.58
C  -10.654  31.015  4.005  -0.64
O  -11.098  31.870  3.018  -0.64
O  -11.781  32.537  5.523  -0.60
H  -11.136  30.763  6.092  0.00
H  -12.508  30.635  5.004  -1.80
H  -10.794  29.987  3.667  0.25
H  -9.629  31.192  4.253  0.29
H  -11.375  31.351  2.262  0.37
H  -12.144  33.052  4.779  0.36
C  -13.774  25.261  9.944  -0.58
C  -12.771  26.405  10.360  1.76
O  -11.439  26.028  9.999  -0.77
O  -15.010  25.623  10.413  -0.05
H  -13.452  24.355  10.391  0.61
H  -13.746  25.011  8.858  -0.03
H  -12.776  26.539  11.485  0.14
H  -13.116  27.375  10.031  -1.17
H  -11.166  26.570  9.223  0.34
H  -15.640  24.986  10.121  0.03
C  -10.061  26.093  13.943  -0.99
C  -8.728  26.690  14.379  0.47
C  -8.991  28.017  15.069  -0.93
O  -9.682  28.827  14.119  -0.02
C  -9.466  30.254  14.382  -0.69
N  -7.917  25.863  15.261  -0.71
H  -10.635  25.728  14.802  0.28
H  -9.898  25.362  13.172  0.36
H  -10.567  26.946  13.448  0.07
H  -8.118  26.948  13.502  0.32
H  -8.045  28.436  15.363  0.40
H  -9.577  27.880  16.017  0.27
H  -8.395  30.551  14.334  0.36
H  -9.796  30.515  15.417  0.38
H  -10.113  30.890  13.751  -0.04
H  -7.402  25.163  14.771  0.25
H  -8.453  25.413  15.989  0.23
C  -7.727  31.950  7.217  -1.40
C  -7.406  32.830  8.392  0.71
C  -8.416  32.637  9.505  -0.22
O  -8.159  33.669  10.470  -0.39
C  -8.840  33.594  11.687  -0.38
N  -6.062  32.597  8.903  -0.80
H  -7.588  30.875  7.385  0.41
H  -7.008  32.157  6.396  0.41
H  -8.699  32.155  6.852  0.14
H  -7.516  33.858  8.023  0.23
H  -8.240  31.639  9.940  0.29
H  -9.442  32.854  9.121  -0.08
H  -8.363  32.860  12.360  0.25
H  -9.964  33.311  11.530  -0.03
H  -8.779  34.568  12.151  0.34
H  -5.304  32.769  8.205  0.26
H  -5.864  33.282  9.663  0.27
C  -14.328  29.326  13.791  -0.91
C  -15.197  30.477  14.339  0.33
C  -14.720  31.751  13.717  -0.06
O  -13.497  32.150  14.160  -0.44
C  -12.989  33.182  13.351  -0.54
N  -16.620  30.278  14.024  -0.38
H  -14.676  28.419  14.290  0.00
H  -13.304  29.514  13.970  0.61
H  -14.549  29.034  12.777  -0.11
H  -15.101  30.588  15.432  0.43
H  -15.464  32.562  13.880  0.33
H  -14.579  31.778  12.624  -0.15
H  -13.699  34.023  13.231  0.37
H  -12.740  32.777  12.373  0.06
H  -12.069  33.566  13.789  0.37
H  -16.730  30.311  13.019  -0.34
H  -17.214  31.062  14.296  0.43
C  -9.187  27.949  6.869  -1.61
C  -10.530  27.365  6.551  2.06
C  -10.366  25.883  6.365  -1.21
O  -9.677  25.581  5.189  -0.36
C  -9.613  24.198  5.058  -0.84
N  -11.498  27.520  7.666  1.43
H  -8.419  27.488  6.227  0.43
H  -8.987  27.654  7.915  0.34
H  -9.149  29.032  6.803  0.10
H  -10.907  27.777  5.604  -0.76
H  -11.394  25.441  6.322  0.34
H  -9.933  25.379  7.232  0.65
H  -9.022  24.018  4.168  0.31
H  -10.588  23.737  5.014  0.31
H  -9.054  23.670  5.856  0.32
H  -11.684  28.512  7.877  -0.93
H  -12.352  27.037  7.396  -0.12
C  -14.591  29.461  0.171  -0.88
O  -14.211  30.143  1.314  -0.23
C  -15.174  31.112  1.773  -1.08
C  -16.240  30.546  2.710  -0.26
N  -15.736  30.264  4.060  1.48
C  -14.977  31.348  4.673  0.33
C  -15.749  32.553  5.133  -0.70
O  -15.831  33.347  3.934  -0.29
C  -17.026  34.059  3.789  -0.88
H  -15.013  30.156  -0.527  0.41
H  -15.334  28.685  0.379  0.23
H  -13.688  28.972  -0.213  0.27
H  -15.636  31.577  0.891  0.47
H  -14.520  31.853  2.227  0.22
H  -16.720  29.685  2.276  0.71
H  -17.033  31.303  2.798  0.23
H  -15.203  29.404  4.054  -0.86
H  -14.113  31.697  4.100  -0.21
H  -14.529  30.966  5.580  -0.40
H  -15.158  33.139  5.864  0.26
H  -16.767  32.392  5.579  0.25
H  -17.910  33.449  3.694  0.30
H  -17.004  34.612  2.868  0.31
H  -17.091  34.768  4.601  0.32
C  -17.138  21.160  2.774  -0.78
O  -17.104  22.526  2.690  -0.35
C  -16.981  23.167  3.911  -0.47
C  -17.308  24.622  3.675  0.40
N  -18.688  24.941  3.278  -0.32
C  -18.798  26.369  3.078  0.20
C  -20.000  26.798  2.229  -0.98
O  -19.863  26.124  0.961  -0.33
C  -20.860  26.552  0.041  -0.77
H  -16.137  20.726  2.799  0.25
H  -17.791  20.866  1.954  0.30
H  -17.681  20.867  3.642  0.32
H  -15.937  23.145  4.324  0.21
H  -17.654  22.713  4.635  0.23
H  -16.583  24.947  2.926  0.46
H  -17.163  25.252  4.560  -0.41
H  -18.858  24.540  2.327  0.42
H  -17.971  26.648  2.371  0.32
H  -18.763  27.003  3.975  -0.18
H  -20.020  27.896  2.005  0.31
H  -20.931  26.442  2.716  0.42
H  -21.865  26.268  0.383  0.31
H  -20.555  26.075  -0.894  0.24
H  -20.961  27.615  -0.019  0.31
C  -18.081  20.403  9.746  -0.77
O  -19.254  20.691  9.066  -0.31
C  -20.384  20.858  10.009  -0.46
C  -21.629  21.080  9.232  -1.22
N  -21.779  22.354  8.483  -0.24
C  -21.668  23.560  9.314  -0.22
C  -21.945  24.723  8.265  -0.88
O  -20.838  24.756  7.375  0.02
C  -20.883  25.759  6.417  -0.55
H  -18.240  19.599  10.445  0.44
H  -17.661  21.257  10.251  0.23
H  -17.372  20.046  8.996  0.24
H  -20.180  21.648  10.662  0.39
H  -20.481  19.975  10.614  0.55
H  -22.399  20.950  9.985  0.42
H  -21.748  20.256  8.525  0.40
H  -21.146  22.374  7.705  0.27
H  -20.718  23.718  9.883  0.05
H  -22.488  23.504  10.031  0.54
H  -22.038  25.653  8.822  0.40
H  -22.840  24.394  7.747  0.32
H  -20.656  26.712  6.860  0.44
H  -21.819  25.756  5.867  0.43
H  -20.035  25.610  5.788  -0.35
C  -18.753  24.285  16.857  -0.86
O  -17.785  25.057  16.233  -0.22
C  -17.645  26.399  16.689  -0.88
C  -16.766  27.158  15.706  -0.32
N  -17.455  27.298  14.445  0.01
C  -17.404  26.235  13.470  -0.55
C  -17.787  26.761  12.136  1.17
O  -19.087  27.122  12.126  -0.66
C  -19.439  27.592  10.816  0.36
H  -19.760  24.507  16.538  0.33
H  -18.661  24.240  17.933  0.34
H  -18.578  23.246  16.505  0.24
H  -17.175  26.417  17.671  0.45
H  -18.609  26.971  16.735  0.32
H  -15.807  26.647  15.624  0.32
H  -16.603  28.181  16.081  0.17
H  -17.093  28.158  14.077  -0.06
H  -18.118  25.432  13.759  0.22
H  -16.359  25.850  13.334  0.24
H  -17.659  26.035  11.332  -0.27
H  -17.087  27.617  11.922  -0.42
H  -18.889  28.482  10.497  -0.25
H  -20.478  27.820  10.749  0.59
H  -19.159  26.884  10.051  -0.42
C  -17.327  26.982  6.624  0.84
O  -17.676  27.768  7.770  -0.11
C  -16.572  28.061  8.577  0.52
C  -15.662  29.170  7.910  1.71
N  -14.802  29.740  8.991  0.89
C  -13.756  30.591  8.419  0.04
C  -12.704  30.881  9.513  0.69
O  -11.826  29.783  9.714  0.46
C  -11.183  29.743  11.008  -0.31
H  -16.744  26.188  6.998  1.03
H  -16.724  27.572  5.910  -0.23
H  -18.214  26.632  6.118  -1.53
H  -15.936  27.201  8.650  0.67
H  -16.809  28.514  9.531  -1.45
H  -16.279  29.967  7.483  -0.91
H  -14.989  28.848  7.037  -1.03
H  -14.307  28.955  9.482  -0.08
H  -14.202  31.516  8.127  0.27
H  -13.245  30.070  7.664  -0.57
H  -13.328  31.076  10.403  -1.05
H  -12.095  31.792  9.301  -0.18
H  -12.017  29.740  11.718  -0.18
H  -10.468  30.557  11.225  -0.10
H  -10.637  28.797  10.971  0.34

Its total charge is 0. Its HOMO-LUMO gap is 8.015 eV. The largest force on an atom is 0.0640 hartree/bohr. For the HOMO energy, the calculation gives -7.71 eV.